Entry one
ORCA calculation (ωB97M-V/def2-TZVPD) on an isolated molecule of C4H9NO.

The geometry in ORCA input format:
```
! wB97M-V def2-TZVPD RIJCOSX def2/J DEFGRID3
* xyz 0 1
C -1.484 -0.872 0.222
N -0.329 -0.001 0.255
C -0.605 1.373 -0.112
C 0.857 -0.511 -0.394
C 2.087 -0.148 0.421
O 3.207 -0.067 -0.020
H -1.930 -1.011 -0.779
H -2.254 -0.466 0.887
H -1.197 -1.855 0.611
H -1.509 1.720 0.398
H 0.227 2.014 0.203
H -0.746 1.518 -1.200
H 0.997 -0.167 -1.435
H 0.818 -1.608 -0.428
H 1.853 0.022 1.495
*
```

Calculated values
SMILES string: CN(C)CC=O
Gap between HOMO and LUMO: 9.8326 eV
E_LUMO: 0.954 eV

These are the Mulliken partial charges, in e, on atoms 1 to 5: -1.0133, 0.0416, -0.9764, -0.5181, -0.0102

***

Entry two
ORCA calculation (ωB97M-V/def2-TZVPD) on a structure of composition C4H9NO.

The geometry in ORCA input format:
```
! wB97M-V def2-TZVPD RIJCOSX def2/J DEFGRID3
* xyz 0 1
C -1.490 0.402 1.292
C -0.239 -0.185 0.707
C -0.023 -0.780 -1.657
N 0.882 0.610 0.641
C 1.856 0.246 -0.204
O 1.687 -0.839 -0.829
H -2.373 -0.086 0.860
H -1.578 1.472 1.059
H -1.574 0.293 2.385
H -0.029 -1.236 0.861
H 0.543 -1.131 -2.521
H -0.406 0.224 -1.814
H -0.754 -1.505 -1.329
H 0.854 1.559 0.994
H 2.644 0.956 -0.445
*
```

Calculated values
Gap between HOMO and LUMO (alpha / beta): 7.4300 / 7.4338 eV
E_LUMO (alpha / beta): 0.897 / 0.897 eV

These are the Mulliken partial charges, in e, on atoms 1 to 5: -1.1648, -0.2951, -0.8149, -0.0771, -0.0684

***

Need the numbers? Relative energies in eV: entry one 0.000; entry two 3.144.

***

Entry one
ORCA calculation (ωB97M-V/def2-TZVPD) on a cluster of 2 separate species, C4H9NO in total.

The geometry in ORCA input format:
```
! wB97M-V def2-TZVPD RIJCOSX def2/J DEFGRID3
* xyz 0 1
C -2.333 -0.101 -0.600
C -1.200 0.632 0.067
C -1.165 -0.679 0.048
C -0.581 1.935 0.086
N 2.464 -0.220 0.031
O 2.531 -0.773 1.287
H -3.310 -0.046 -0.073
H -2.427 -0.036 -1.698
H 2.995 -0.821 -0.674
H -0.897 -1.669 0.188
H 0.552 1.820 0.169
H -0.854 2.339 1.023
H -0.971 2.592 -0.759
H 1.483 0.103 -0.055
H 3.090 0.564 0.099
*
```

Calculated values
SMILES string: [NH3+][O-].CC1=CC1
Gap between HOMO and LUMO: 8.9781 eV
E_LUMO: 0.529 eV

These are the Mulliken partial charges, in e, on atoms 1 to 5: -0.6661, 0.2697, -0.3637, -0.7679, -0.1502

***

Entry two
ORCA calculation (ωB97M-V/def2-TZVPD) on an isolated molecule of C4H9NO.

The geometry in ORCA input format:
```
! wB97M-V def2-TZVPD RIJCOSX def2/J DEFGRID3
* xyz 0 1
C -0.536 -2.097 -0.168
C 0.526 -1.064 -0.371
N 0.309 0.030 -1.134
C 0.750 1.013 -0.306
C 0.067 1.345 0.986
O -0.483 2.661 0.961
H -1.296 -1.783 0.559
H -1.063 -2.278 -1.117
H -0.113 -3.044 0.178
H 1.554 -1.269 -0.095
H -0.127 0.085 -2.055
H 1.457 1.756 -0.683
H 0.752 1.362 1.841
H -0.705 0.587 1.193
H -1.092 2.695 0.211
*
```

Calculated values
Gap between HOMO and LUMO: 8.3653 eV
E_LUMO: 0.880 eV

These are the Mulliken partial charges, in e, on atoms 1 to 5: -0.9305, -0.1748, -0.1216, -0.5084, -0.1695

***

Entry three
ORCA calculation (ωB97M-V/def2-TZVPD) on a cluster of 2 separate species, C4H9NO in total.

The geometry in ORCA input format:
```
! wB97M-V def2-TZVPD RIJCOSX def2/J DEFGRID3
* xyz 0 1
C -0.482 2.578 -0.295
O -0.655 2.020 0.982
C 0.907 -1.208 0.522
N -0.142 -0.738 0.096
C -1.039 -1.495 -0.772
C 2.031 -1.641 1.036
H 0.569 2.571 -0.626
H -0.816 3.620 -0.252
H -1.081 2.064 -1.065
H -0.616 -2.458 -1.080
H -1.975 -1.665 -0.233
H -1.264 -0.893 -1.655
H 2.025 -2.144 1.996
H 2.971 -1.485 0.521
H -0.489 1.068 0.883
*
```

Calculated values
SMILES string: C=C=NC.CO
Gap between HOMO and LUMO: 10.1915 eV
E_LUMO: 0.802 eV

These are the Mulliken partial charges, in e, on atoms 1 to 5: -0.5088, -0.5152, 0.6344, -0.3487, -0.8673

***

Need the numbers? Relative energies in eV: entry one 4.264; entry two 1.421; entry three 0.000.

***

Entry one
ORCA calculation (ωB97M-V/def2-TZVPD) on a cluster of 3 separate species, C4H13NOS2 in total.

The geometry in ORCA input format:
```
! wB97M-V def2-TZVPD RIJCOSX def2/J DEFGRID3
* xyz 0 1
N 0.743 -2.008 2.103
C 0.455 -1.323 0.837
C -1.067 -1.289 0.711
C 1.062 0.075 0.676
S 0.639 1.232 1.958
S 0.227 -0.636 -2.226
C -0.269 1.028 -2.704
H 0.667 -1.349 2.868
H 1.694 -2.359 2.152
H 0.853 -1.913 0.002
H -1.465 -2.288 0.866
H -1.463 -0.658 1.510
H -1.386 -0.878 -0.247
H 2.146 -0.025 0.585
H 0.680 0.508 -0.279
H 0.131 1.239 -3.701
H 0.122 1.758 -1.996
H -1.350 1.116 -2.760
H -0.475 2.055 0.368
H -1.093 3.313 -0.267
O -0.850 2.401 -0.456
*
```

Calculated values
Gap between HOMO and LUMO: 4.4805 eV
E_LUMO: -3.994 eV

These are the Mulliken partial charges, in e, on atoms 1 to 5: -0.6723, -0.0551, -1.1141, 0.4475, -0.2429

***

Entry two
ORCA calculation (ωB97M-V/def2-TZVPD) on a cluster of 2 separate species, C4H13NOS2 in total.

The geometry in ORCA input format:
```
! wB97M-V def2-TZVPD RIJCOSX def2/J DEFGRID3
* xyz 0 1
S -0.518 2.202 0.729
S 0.989 0.921 1.489
C 0.299 -0.697 1.116
C 0.490 -1.199 -0.302
N -0.542 -0.576 -1.186
C -1.958 -0.873 -0.889
C -2.450 -2.252 -1.289
H -0.618 1.493 -0.422
H -0.753 -0.579 1.382
H 0.688 -1.386 1.871
H 0.470 -2.274 -0.497
H 1.375 -0.630 -0.661
H -0.407 -0.837 -2.149
H -2.215 -0.535 0.113
H -2.474 -0.108 -1.490
H -1.914 -2.988 -0.686
H -2.450 -2.562 -2.329
H -3.509 -2.351 -1.023
H 3.389 -0.562 -0.530
H 2.919 0.517 -1.390
O 3.032 -0.444 -1.421
*
```

Calculated values
SMILES string: CCNCCSS.O
Gap between HOMO and LUMO: 8.8394 eV
E_LUMO: 0.450 eV

These are the Mulliken partial charges, in e, on atoms 1 to 5: -0.2233, -0.0957, -0.6867, -0.0865, -0.3773

***

Need the numbers? Relative energies in eV: entry one 3.361; entry two 0.000.

***

Entry one
ORCA calculation (ωB97M-V/def2-TZVPD) on a cluster of 3 separate species, C4H13NOS2 in total.

The geometry in ORCA input format:
```
! wB97M-V def2-TZVPD RIJCOSX def2/J DEFGRID3
* xyz 0 1
S 3.330 1.025 -0.507
S -2.414 -0.076 -0.213
C -1.484 1.444 -0.265
C -0.102 1.115 0.405
C 0.376 -0.261 0.281
N 0.393 -0.659 -1.172
C 1.352 -1.669 -1.372
H 4.264 1.222 -1.435
H -1.244 1.717 -1.281
H -1.882 2.282 0.193
H 0.531 1.855 -0.107
H -0.032 1.432 1.495
H -0.177 -0.995 0.947
H 1.422 -0.243 0.574
H -0.579 -0.986 -1.343
H 1.427 -1.804 -2.466
H 2.218 -1.235 -0.969
H 1.076 -2.692 -0.980
H -3.104 -0.319 3.473
H -2.718 -0.365 1.916
O -2.654 -0.788 2.825
*
```

Calculated values
Gap between HOMO and LUMO: 3.1977 eV
E_LUMO: -4.862 eV

These are the Mulliken partial charges, in e, on atoms 1 to 5: -0.3209, -0.2531, -0.7138, -0.3257, -0.9852

***

Entry two
ORCA calculation (ωB97M-V/def2-TZVPD) on a cluster of 2 separate species, C4H13NOS2 in total.

The geometry in ORCA input format:
```
! wB97M-V def2-TZVPD RIJCOSX def2/J DEFGRID3
* xyz 0 1
C -2.541 0.875 0.204
S -2.360 -0.734 -0.582
S -2.278 -1.957 1.086
C -0.538 -2.438 1.131
H -3.371 0.865 0.905
H -1.628 1.200 0.701
H -2.761 1.588 -0.585
H 0.110 -1.567 1.091
H -0.373 -2.896 2.109
H -0.314 -3.151 0.353
C 2.222 -0.468 -0.420
N 1.145 0.350 -0.955
C 1.215 1.708 -0.456
O 0.142 2.465 -0.950
H 3.180 -0.106 -0.788
H 2.126 -1.491 -0.779
H 2.289 -0.456 0.678
H 0.242 -0.054 -0.695
H 1.149 1.759 0.638
H 2.176 2.125 -0.776
H 0.169 2.383 -1.911
*
```

Calculated values
SMILES string: CNCO.CSSC
Gap between HOMO and LUMO: 9.4456 eV
E_LUMO: 0.717 eV

These are the Mulliken partial charges, in e, on atoms 1 to 5: -0.6829, -0.1351, -0.1036, -0.5620, 0.3584

***

Need the numbers? Relative energies in eV: entry one 6.008; entry two 0.000.

***

Entry one
ORCA calculation (ωB97M-V/def2-TZVPD) on the ion C3H10N5 with charge +1.

The geometry in ORCA input format:
```
! wB97M-V def2-TZVPD RIJCOSX def2/J DEFGRID3
* xyz 1 1
C 0.860 0.025 -1.056
C -2.428 -0.061 -0.235
C 1.123 -1.160 -0.160
N 1.117 1.258 -0.612
N 0.555 1.662 0.580
N -0.637 1.129 0.692
N -1.033 0.161 -0.085
N 1.278 -0.830 1.249
H 0.864 -0.300 -2.024
H -2.608 0.299 -1.263
H -2.449 -1.103 -0.257
H -2.890 0.173 0.663
H 2.078 -1.768 -0.407
H 0.362 -1.809 -0.406
H -1.035 1.589 1.443
H 1.315 2.020 -1.316
H 1.626 0.107 1.389
H 1.903 -1.393 1.805
*
```

Calculated values
Gap between HOMO and LUMO (alpha / beta): 8.7848 / 8.7857 eV
E_LUMO (alpha / beta): -4.517 / -4.516 eV

These are the Mulliken partial charges, in e, on atoms 1 to 5: -0.0710, -0.8844, -0.4501, 0.1571, -1.0388

***

Entry two
ORCA calculation (ωB97M-V/def2-TZVPD) on the ion C3H10N5 with charge +1.

The geometry in ORCA input format:
```
! wB97M-V def2-TZVPD RIJCOSX def2/J DEFGRID3
* xyz 1 1
C 0.082 1.791 -0.276
C -1.458 -1.365 -0.181
C 1.033 -0.894 -0.799
N 0.728 2.775 -0.211
N -1.088 1.197 -0.316
N -1.045 -0.047 0.338
N 0.521 -0.069 0.329
N 1.024 -0.190 1.583
H -0.509 -2.092 -0.014
H -1.783 -1.560 -1.197
H -2.207 -1.697 0.469
H 0.509 -0.411 -1.559
H 2.139 -0.702 -0.900
H 1.122 -1.975 -0.568
H 1.254 3.450 -0.764
H 0.317 -0.592 2.217
H -1.920 1.705 -0.176
H 1.280 0.678 2.025
*
```

Calculated values
SMILES string: CN(N)N(C)[NH+]=C=N
Gap between HOMO and LUMO: 10.2193 eV
E_LUMO: -3.539 eV

These are the Mulliken partial charges, in e, on atoms 1 to 5: 0.3376, -0.6279, -0.9976, -0.2484, -0.1602

***

Need the numbers? Relative energies in eV: entry one 0.000; entry two 0.481.

***

Entry one
ORCA calculation (ωB97M-V/def2-TZVPD) on a cluster of 2 separate species, C4H9NO in total.

The geometry in ORCA input format:
```
! wB97M-V def2-TZVPD RIJCOSX def2/J DEFGRID3
* xyz 1 2
C -0.247 -0.169 1.938
C 1.146 1.802 1.936
N 0.951 0.626 2.387
H -0.056 -0.746 1.032
H -0.242 -0.921 2.741
H -1.081 0.560 1.978
H 2.152 2.144 1.745
H 0.324 2.516 1.819
O -0.896 -1.904 -1.725
C -1.055 -0.784 -2.095
C 0.204 0.227 -2.260
H -2.018 -0.312 -2.347
H 0.976 0.174 -1.485
H 0.494 0.041 -3.280
H -0.141 1.257 -2.154
*
```

Calculated values
⟨S²⟩: 0.757
Gap between HOMO and LUMO (alpha / beta): 6.5429 / 3.9358 eV
E_LUMO (alpha / beta): -6.317 / -8.924 eV

These are the Mulliken partial charges, in e, on atoms 1 to 5: -0.5636, -0.0655, 0.0737, 0.2588, 0.2653

***

Entry two
ORCA calculation (ωB97M-V/def2-TZVPD) on the ion C4H9NO with charge +1.

The geometry in ORCA input format:
```
! wB97M-V def2-TZVPD RIJCOSX def2/J DEFGRID3
* xyz 1 2
O -2.036 1.971 0.999
C -1.333 1.538 0.089
C -0.773 -0.012 0.086
C 0.775 0.391 -0.028
C 1.721 -0.706 0.575
N -1.345 -0.777 -0.913
H -1.380 2.007 -0.966
H -0.966 -0.500 1.050
H 0.946 1.243 0.653
H 1.223 0.611 -1.043
H 1.804 -0.870 1.748
H 1.497 -1.715 0.079
H 2.800 -0.649 0.305
H -1.011 -0.938 -1.908
H -1.922 -1.593 -0.727
*
```

Calculated values
⟨S²⟩: 0.760
Gap between HOMO and LUMO (alpha / beta): 10.5685 / 7.3688 eV
E_LUMO (alpha / beta): -4.829 / -8.415 eV

These are the Mulliken partial charges, in e, on atoms 1 to 5: -0.2670, 0.0130, 0.1592, -0.4909, -1.1655

***

Entry three
ORCA calculation (ωB97M-V/def2-TZVPD) on a cluster of 2 separate species, C4H9NO in total.

The geometry in ORCA input format:
```
! wB97M-V def2-TZVPD RIJCOSX def2/J DEFGRID3
* xyz 1 2
C -0.695 -0.765 -1.467
C -1.795 -1.568 -1.546
N -2.318 -2.037 -2.709
H 0.126 -0.878 -2.247
H -0.363 -0.556 -0.452
H -2.464 -1.608 -0.636
H -1.771 -2.010 -3.563
H -3.276 -2.429 -2.725
C 1.673 0.237 2.130
C 1.665 1.625 2.412
O 1.591 2.491 1.282
H 1.084 -0.431 2.811
H 1.784 -0.348 1.246
H 1.359 2.065 3.454
H 1.932 3.353 1.649
*
```

Calculated values
⟨S²⟩: 0.768
Gap between HOMO and LUMO (alpha / beta): 7.1754 / 3.5049 eV
E_LUMO (alpha / beta): -4.302 / -7.971 eV

These are the Mulliken partial charges, in e, on atoms 1 to 5: -0.6150, 0.3651, -0.2549, 0.3246, 0.2919

***

Need the numbers? Relative energies in eV: entry one 1.273; entry two 0.000; entry three 0.682.